--- 1 ---
DFT (the ωB97M-V functional and the def2-TZVPD basis) results for one molecule with the formula C4H9N3O.

The SMILES is N/N=C\N1CC(O)C1. Its spin multiplicity is 1. Its total charge is 0. For the HOMO energy, the calculation gives -7.59 eV. The calculation puts the molecular weight at 115.136 g/mol.

Element x y z (Å)
N  -0.176  2.637  0.571
N  -0.638  1.883  1.606
C  -1.020  0.688  1.259
N  -0.711  0.102  0.004
C  0.515  0.091  -0.810
C  0.497  -1.448  -0.886
O  1.507  -2.144  -0.218
C  -0.817  -1.352  -0.003
H  0.469  3.339  0.843
H  0.130  2.274  -0.377
H  -1.790  0.241  1.878
H  1.354  0.482  -0.255
H  0.475  0.614  -1.749
H  0.239  -2.046  -1.807
H  2.328  -1.791  -0.548
H  -0.617  -1.804  0.925
H  -1.745  -1.765  -0.434

Atom charges from the Mulliken analysis, given in e for atoms 1 to 4: number 1, N, carries -0.324; number 2, N, carries -0.484; number 3, C, carries 0.072; number 4, N, carries -0.105

--- 2 ---
DFT (the ωB97M-V functional and the def2-TZVPD basis) results for one molecule with the formula C4H9N3O.

Its spin multiplicity is 1. Its total charge is 0. For the HOMO energy (alpha / beta), the calculation gives -6.55 / -7.25 eV. The calculation puts the molecular weight at 115.136 g/mol.

Element x y z (Å)
C  -1.676  -1.093  -0.045
N  -0.943  1.782  -0.356
C  -0.309  0.805  -1.042
C  -0.555  -0.584  -0.912
H  -1.541  1.510  0.410
H  -0.452  2.651  -0.206
H  0.430  1.138  -1.760
H  -0.361  -1.163  -1.807
H  -2.647  -0.852  -0.485
H  -1.596  -2.174  0.063
H  -1.625  -0.662  0.956
C  2.148  0.136  1.535
N  0.921  -0.857  -0.118
N  0.977  -0.033  1.063
O  1.950  -1.050  -0.799
H  2.239  0.693  2.460
H  3.039  -0.248  1.043

Atom charges from the Mulliken analysis, given in e for atoms 1 to 4: number 1, C, carries -1.505; number 2, N, carries -0.352; number 3, C, carries -0.496; number 4, C, carries 0.452

--- 3 ---
DFT (the ωB97M-V functional and the def2-TZVPD basis) results for one molecule with the formula C4H9N3O.

The SMILES is C/C=C(/O)N=C(N)N. Its spin multiplicity is 1. Its total charge is 0. For the HOMO energy, the calculation gives -7.16 eV. The calculation puts the molecular weight at 115.136 g/mol.

Element x y z (Å)
C  -0.578  1.090  -1.450
C  -1.036  0.656  -0.077
C  -1.175  -0.698  0.289
O  -2.299  -1.242  0.826
N  -0.084  -1.446  0.267
C  0.937  -0.550  0.417
N  1.259  0.134  1.614
N  2.042  -0.770  -0.342
H  -0.063  0.282  -1.968
H  0.103  1.944  -1.383
H  -1.418  1.407  -2.077
H  -1.725  1.362  0.390
H  -3.049  -0.679  0.598
H  0.435  0.400  2.134
H  1.885  -0.417  2.194
H  1.940  -1.329  -1.171
H  2.825  -0.143  -0.260

Atom charges from the Mulliken analysis, given in e for atoms 1 to 4: number 1, C, carries -1.129; number 2, C, carries -0.685; number 3, C, carries 0.733; number 4, O, carries -0.506

--- 4 ---
DFT (the ωB97M-V functional and the def2-TZVPD basis) results for one molecule with the formula C4H9N3O.

The SMILES is C=C(C)C(=O)N(N)N. Its spin multiplicity is 1. Its total charge is 0. For the HOMO energy, the calculation gives -8.23 eV. The calculation puts the molecular weight at 115.136 g/mol.

Element x y z (Å)
C  0.976  -2.042  -0.155
C  0.955  -0.732  -0.405
C  0.420  -0.043  -1.863
C  0.806  0.323  0.591
O  1.695  1.133  0.842
N  -0.588  0.660  0.765
N  -0.902  1.931  1.226
N  -1.646  -0.227  0.871
H  1.022  -2.767  -0.964
H  0.878  -2.440  0.852
H  -0.226  -0.717  -2.429
H  1.371  0.007  -2.395
H  0.025  0.971  -1.906
H  -1.040  2.517  0.402
H  -0.068  2.298  1.694
H  -2.327  0.195  1.504
H  -1.353  -1.065  1.369

Atom charges from the Mulliken analysis, given in e for atoms 1 to 4: number 1, C, carries -0.722; number 2, C, carries 0.399; number 3, C, carries -1.072; number 4, C, carries 0.334

Tell me which of them is the least stable. Sure, it is 2.

--- 1 ---
DFT (the ωB97M-V functional and the def2-TZVPD basis) results for a 2-piece molecular cluster, C4H9N3O overall.

Its spin multiplicity is 1. Its total charge is 0. For the HOMO energy, the calculation gives -9.67 eV. The calculation puts the molecular weight at 115.136 g/mol.

Element x y z (Å)
C  1.125  1.082  1.866
C  0.287  1.345  0.613
C  0.025  0.162  -0.373
C  -1.584  -2.408  -0.980
H  1.984  0.524  1.474
H  1.618  2.148  1.941
H  0.601  0.669  2.850
H  -0.537  1.854  1.090
H  0.735  2.207  -1.283
H  0.079  -0.852  -1.705
H  -0.048  -0.933  1.261
H  -1.462  -3.492  -1.444
H  -2.839  -1.649  -1.310
N  0.474  0.106  -1.521
N  -0.793  -0.856  0.403
N  -0.719  -2.148  -0.046
O  1.002  2.341  -0.185

Atom charges from the Mulliken analysis, given in e for atoms 1 to 4: number 1, C, carries -1.357; number 2, C, carries 0.251; number 3, C, carries 0.350; number 4, C, carries -0.278

--- 2 ---
DFT (the ωB97M-V functional and the def2-TZVPD basis) results for one molecule with the formula C4H9N3O.

The SMILES is C/C=C(O)/C(N)=N/N. Its spin multiplicity is 1. Its total charge is 0. For the HOMO energy, the calculation gives -8.06 eV. The calculation puts the molecular weight at 115.136 g/mol.

Element x y z (Å)
C  2.441  -1.476  0.556
C  1.110  -1.004  0.066
C  0.717  0.286  0.072
O  1.572  1.317  0.418
C  -0.729  0.589  -0.138
N  -1.186  1.890  -0.059
N  -1.529  -0.409  -0.451
N  -2.809  -0.041  -0.762
H  2.364  -2.521  0.871
H  3.190  -1.420  -0.239
H  2.783  -0.896  1.418
H  0.497  -1.776  -0.393
H  1.080  2.137  0.230
H  -2.201  1.840  -0.160
H  -0.960  2.322  0.831
H  -3.430  -0.804  -0.477
H  -2.910  -0.034  -1.782

Atom charges from the Mulliken analysis, given in e for atoms 1 to 4: number 1, C, carries -1.139; number 2, C, carries -0.037; number 3, C, carries 0.192; number 4, O, carries -0.601

Tell me which of them is the least stable. Sure, it is 1.

--- 1 ---
DFT (the ωB97M-V functional and the def2-TZVPD basis) results for C24H30N2O6 as an isolated structure.

Its spin multiplicity is 1. Its total charge is 0. For the HOMO energy, the calculation gives -7.88 eV. The calculation puts the molecular weight at 442.512 g/mol.

Element x y z (Å)
C  1.412  -1.833  -1.016
H  2.437  -1.431  -0.984
H  0.810  -1.303  -1.897
H  1.560  -2.942  -1.420
O  0.966  -1.958  0.169
C  0.101  -2.935  0.640
O  0.051  -3.843  0.061
C  -0.709  -2.921  1.826
N  -0.471  -1.659  2.516
C  0.319  -1.405  3.595
O  0.610  -2.453  4.206
C  0.320  -0.163  4.166
H  0.548  -0.048  5.176
H  -0.567  0.589  3.742
C  1.746  0.569  3.655
C  2.831  0.229  4.669
H  3.927  0.674  4.232
H  2.720  0.478  5.667
H  2.807  -0.977  4.340
H  1.496  1.822  3.942
C  2.050  0.362  2.218
C  0.845  1.018  1.382
O  -0.323  1.132  1.485
N  1.428  1.314  0.130
C  0.817  1.271  -1.327
C  -0.456  1.909  -1.387
C  -0.826  2.242  -2.522
C  -0.371  2.055  -3.755
C  1.116  1.821  -3.469
C  1.694  1.548  -2.363
O  2.903  1.015  -2.229
C  3.899  0.911  -3.333
H  3.434  0.295  -4.052
H  4.937  0.739  -2.904
H  3.974  2.004  -3.763
H  1.480  1.699  -4.557
O  -0.618  2.244  -5.049
C  -2.128  2.956  -5.007
H  -2.194  2.886  -6.175
H  -2.406  3.655  -4.465
H  -2.678  2.142  -4.777
H  -2.186  2.575  -2.359
H  -1.007  1.922  -0.309
H  2.644  1.073  -0.043
H  2.948  0.798  2.055
H  2.178  -0.535  1.895
H  -0.713  -0.599  2.006
H  -0.276  -3.456  2.468
C  -2.289  -3.076  1.478
C  -2.805  -1.863  0.852
C  -3.297  -0.738  1.277
C  -3.706  0.338  0.517
C  -3.587  0.330  -1.029
C  -2.972  -0.632  -1.428
C  -2.584  -1.678  -0.705
H  -2.355  -2.560  -1.103
H  -2.832  -0.852  -2.499
H  -3.914  1.190  -1.311
H  -4.200  1.253  1.021
H  -3.460  -0.350  2.402
H  -2.276  -3.940  0.948
H  -2.803  -2.909  2.503

Atom charges from the Mulliken analysis, given in e for atoms 1 to 4: number 1, C, carries -0.629; number 2, H, carries 0.217; number 3, H, carries 0.132; number 4, H, carries 0.307

--- 2 ---
DFT (the ωB97M-V functional and the def2-TZVPD basis) results for C24H30N2O6 as an isolated structure.

Its spin multiplicity is 1. Its total charge is 0. For the HOMO energy, the calculation gives -8.20 eV. The calculation puts the molecular weight at 442.512 g/mol.

Element x y z (Å)
O  -1.659  -2.567  -1.618
C  -1.727  -1.579  -2.520
N  -2.678  -0.729  -2.710
C  -2.709  0.336  -3.612
H  -3.766  0.879  -3.642
C  -1.768  1.496  -3.187
O  -2.156  2.016  -1.868
C  -0.949  2.496  -1.238
H  -1.409  2.981  -0.367
C  -0.269  1.216  -0.681
N  -0.368  0.650  0.607
C  0.321  1.406  1.653
O  0.880  2.419  1.551
O  -0.144  0.788  2.840
C  0.710  1.427  3.924
C  2.006  0.555  3.991
C  3.020  1.416  3.706
C  4.355  0.706  3.586
C  4.498  -0.632  3.460
C  3.348  -1.495  3.908
C  2.172  -0.654  3.998
H  1.308  -1.489  4.273
H  3.459  -2.551  3.923
H  5.451  -1.295  3.602
H  5.473  1.454  3.112
H  3.057  2.446  3.423
H  0.649  2.489  4.004
H  0.231  0.966  4.736
C  -1.468  -0.393  1.032
H  -1.480  -1.058  0.099
C  -2.823  0.168  1.008
O  -3.311  1.057  -0.013
C  -4.265  0.305  -0.929
C  -3.860  -0.806  -1.605
H  -3.570  -1.675  -0.941
H  -4.558  -1.343  -2.438
H  -4.466  1.302  -1.664
H  -5.254  -0.203  -0.268
H  -2.891  0.820  1.956
H  -3.433  -0.813  1.347
H  -1.316  -0.946  1.865
H  -0.305  0.098  -1.186
H  0.876  1.448  -0.572
H  -0.392  3.147  -1.560
H  -0.555  1.196  -3.288
H  -2.004  2.262  -4.190
H  -2.496  -0.144  -4.509
O  -0.813  -1.296  -3.282
C  0.637  -2.097  -3.237
C  1.559  -1.662  -1.955
C  2.382  -0.563  -2.370
C  3.138  -0.002  -1.349
C  2.903  -0.424  -0.194
C  1.923  -1.530  0.329
C  1.143  -2.118  -0.727
H  0.560  -3.062  -0.516
H  1.938  -1.740  1.334
H  3.575  -0.072  0.889
H  3.849  0.696  -1.578
H  2.259  -0.476  -3.310
H  0.194  -3.057  -2.936
H  0.988  -2.174  -4.094

Atom charges from the Mulliken analysis, given in e for atoms 1 to 4: number 1, O, carries -0.779; number 2, C, carries 0.744; number 3, N, carries 0.417; number 4, C, carries -1.206

Tell me which of them is the least stable. Sure, it is 1.

--- 1 ---
DFT (the ωB97M-V functional and the def2-TZVPD basis) results for a 2-piece molecular cluster, C2H9N2 overall.

Its spin multiplicity is 2. Its total charge is +2. For the HOMO energy (alpha / beta), the calculation gives -20.88 / -20.60 eV. The calculation puts the molecular weight at 61.108 g/mol.

Element x y z (Å)
N  -0.462  0.679  1.721
H  -1.244  0.852  2.389
H  -0.440  0.823  0.711
H  -0.349  -0.369  1.750
H  0.430  1.099  2.153
C  1.517  -0.393  -0.702
C  0.299  -0.417  -1.331
N  -1.068  -0.397  -0.865
H  1.814  -0.499  0.308
H  2.397  -0.095  -1.372
H  0.321  -0.486  -2.433
H  -1.576  0.418  -1.314
H  -1.638  -1.214  -1.014

Atom charges from the Mulliken analysis, given in e for atoms 1 to 4: number 1, N, carries -0.512; number 2, H, carries 0.375; number 3, H, carries 0.279; number 4, H, carries 0.417

--- 2 ---
DFT (the ωB97M-V functional and the def2-TZVPD basis) results for a 2-piece molecular cluster, C2H9N2 overall.

Its spin multiplicity is 2. Its total charge is +2. For the HOMO energy (alpha / beta), the calculation gives -21.05 / -23.04 eV. The calculation puts the molecular weight at 61.108 g/mol.

Element x y z (Å)
N  1.989  0.185  0.506
H  1.739  -0.467  1.315
H  2.826  0.026  -0.048
H  1.214  -0.142  -0.085
H  1.822  1.305  0.628
C  -1.232  -0.713  0.734
C  -1.175  -0.481  -0.587
N  -0.868  0.792  -1.078
H  -1.316  0.088  1.357
H  -1.327  -1.710  0.998
H  -1.302  -1.344  -1.297
H  -1.168  1.539  -0.485
H  -1.204  0.921  -1.958

Atom charges from the Mulliken analysis, given in e for atoms 1 to 4: number 1, N, carries -0.508; number 2, H, carries 0.441; number 3, H, carries 0.401; number 4, H, carries 0.247

Tell me which of them is the least stable. Sure, it is 1.